# 1
97
Properties=species:S:1:pos:R:3:lowdin_charge:R:1 method="wB97M-V/def2-TZVPD" spin_multiplicity=1 relative_energy_kj_mol=213.8 e_lumo_ha=-0.021 max_force_ev_per_a=4.0 orbital_gap_ev=8.19 homo_ev=-8.76 smiles="O=C(O)CCc1cccc2nccnc12.CCCC#N.CCCC#N.CCCC#N.CCCC#N.CCCC#N.CCCC#N"
O -5.95 2.94 -0.68 0.083
C -5.01 2.73 -1.42 -0.452
O -3.74 2.62 -0.86 0.047
C -5.32 2.63 -2.95 -0.084
C -4.21 1.90 -3.83 -0.151
C -4.44 0.33 -3.66 -0.126
C -5.57 -0.31 -4.36 -0.026
C -5.76 -1.79 -4.13 -0.064
C -4.85 -2.52 -3.28 -0.019
C -3.69 -1.88 -2.54 -0.211
N -2.93 -2.72 -1.73 0.101
C -1.96 -1.98 -1.13 -0.089
C -1.70 -0.52 -1.33 -0.072
N -2.46 0.27 -2.14 0.102
C -3.50 -0.44 -2.74 -0.179
H -3.72 1.84 -0.27 0.116
H -6.25 2.00 -3.04 0.120
H -5.59 3.65 -3.34 0.128
H -4.45 2.11 -4.91 0.114
H -3.16 2.20 -3.58 0.085
H -6.23 0.32 -5.01 0.110
H -6.64 -2.26 -4.65 0.097
H -5.02 -3.62 -3.15 0.100
H -1.29 -2.52 -0.41 0.100
H -0.85 -0.01 -0.77 0.076
C 2.96 2.66 0.77 -0.125
C 3.65 1.51 0.04 -0.284
C 2.67 0.68 -0.81 -0.177
C 1.62 0.08 0.06 -0.233
N 0.81 -0.38 0.74 0.144
H 2.22 2.30 1.48 0.068
H 3.70 3.24 1.33 0.072
H 2.47 3.33 0.06 0.033
H 4.14 0.87 0.77 0.075
H 4.43 1.91 -0.61 0.094
H 3.21 -0.12 -1.32 0.115
H 2.20 1.31 -1.56 0.109
C 2.05 -1.70 5.11 -0.125
C 1.78 -2.92 4.23 -0.293
C 3.02 -3.38 3.46 -0.174
C 3.49 -2.30 2.56 -0.203
N 3.85 -1.46 1.85 0.164
H 2.35 -0.83 4.51 0.067
H 1.15 -1.42 5.66 0.072
H 2.85 -1.90 5.83 0.028
H 0.98 -2.68 3.53 0.085
H 1.43 -3.73 4.86 0.093
H 2.78 -4.26 2.86 0.098
H 3.83 -3.65 4.15 0.120
C 1.12 6.90 -1.09 -0.108
C 2.55 7.37 -1.31 -0.268
C 3.23 6.67 -2.49 -0.177
C 3.28 5.20 -2.26 -0.192
N 3.33 4.07 -2.08 0.176
H 1.08 5.84 -0.84 0.067
H 0.67 7.44 -0.25 0.074
H 0.51 7.07 -1.97 0.079
H 3.13 7.19 -0.40 0.111
H 2.55 8.45 -1.48 0.107
H 4.25 7.05 -2.62 0.115
H 2.68 6.86 -3.42 0.120
C -1.75 -7.27 0.83 -0.110
C -1.08 -6.11 0.10 -0.268
C 0.24 -5.69 0.75 -0.179
C 0.00 -5.24 2.15 -0.204
N -0.19 -4.88 3.23 0.172
H -2.02 -7.00 1.85 0.071
H -2.67 -7.56 0.31 0.073
H -1.10 -8.14 0.87 0.077
H -1.76 -5.26 0.07 0.101
H -0.88 -6.41 -0.94 0.110
H 0.69 -4.87 0.18 0.113
H 0.95 -6.52 0.76 0.118
C -0.45 -0.70 -7.78 -0.112
C -0.49 -1.19 -6.34 -0.262
C -1.62 -0.55 -5.53 -0.181
C -1.44 0.92 -5.48 -0.229
N -1.31 2.06 -5.44 0.161
H -0.25 0.37 -7.84 0.070
H 0.35 -1.20 -8.33 0.072
H -1.39 -0.90 -8.30 0.077
H 0.47 -0.98 -5.86 0.113
H -0.63 -2.28 -6.34 0.109
H -1.62 -0.94 -4.51 0.095
H -2.60 -0.77 -5.98 0.121
C 3.27 1.74 7.86 -0.109
C 2.14 1.28 8.78 -0.267
C 2.52 0.07 9.64 -0.181
C 2.87 -1.08 8.76 -0.205
N 3.14 -1.97 8.09 0.155
H 3.54 0.97 7.14 0.068
H 2.96 2.62 7.29 0.073
H 4.16 2.00 8.44 0.077
H 1.27 1.04 8.17 0.111
H 1.86 2.11 9.44 0.107
H 1.69 -0.21 10.28 0.115
H 3.38 0.31 10.27 0.118

# 2
73
Properties=species:S:1:pos:R:3:lowdin_charge:R:1 method="wB97M-V/def2-TZVPD" spin_multiplicity=1 relative_energy_kj_mol=194.1 charge=+1 e_lumo_ha="-0.171 / -0.170" max_force_ev_per_a=0.8 orbital_gap_ev="5.32 / 5.35" homo_ev="-9.97 / -9.99"
Rh -0.37 -1.30 -1.65 0.565
S -1.53 0.45 -0.75 0.805
C -0.98 0.64 0.82 -0.600
N -1.19 1.72 1.55 -0.091
C -0.69 1.83 2.92 -0.083
C -0.76 0.48 3.59 -0.084
N -0.07 -0.51 2.77 -0.097
C 0.66 -1.56 3.50 -0.103
C 1.86 -0.97 4.21 -0.228
C 2.88 -0.40 3.45 -0.035
C 3.98 0.16 4.09 -0.067
C 4.06 0.16 5.47 -0.073
C 3.04 -0.41 6.22 -0.067
C 1.94 -0.97 5.59 -0.044
C -0.19 -0.50 1.45 -0.605
S 0.41 -1.69 0.45 0.821
C -1.88 2.92 1.04 -0.103
C -3.25 3.05 1.65 -0.222
C -3.53 4.10 2.51 -0.047
C -4.79 4.21 3.09 -0.068
C -5.77 3.27 2.81 -0.072
C -5.49 2.22 1.94 -0.065
C -4.24 2.11 1.36 -0.034
H -1.33 2.54 3.45 0.134
H 0.33 2.21 2.90 0.149
H -1.79 0.17 3.74 0.150
H -0.26 0.52 4.56 0.134
H 0.96 -2.32 2.79 0.085
H -0.04 -2.01 4.21 0.140
H 2.83 -0.41 2.37 0.110
H 4.78 0.60 3.50 0.109
H 4.91 0.60 5.97 0.109
H 3.10 -0.42 7.30 0.110
H 1.15 -1.42 6.18 0.117
H -1.91 2.85 -0.05 0.093
H -1.25 3.77 1.31 0.136
H -2.77 4.84 2.73 0.115
H -5.01 5.04 3.76 0.109
H -6.75 3.36 3.25 0.109
H -6.25 1.49 1.71 0.110
H -4.03 1.30 0.68 0.096
C 3.13 -3.12 -0.95 -0.103
C 3.29 -1.85 -1.74 -0.637
N 2.31 -1.10 -2.16 0.056
C 2.79 0.00 -2.84 -0.323
C 4.15 0.07 -2.93 -0.343
S 4.85 -1.26 -2.13 1.093
C 1.85 0.94 -3.46 -0.327
C 2.19 1.96 -4.29 -0.342
S 0.79 2.76 -4.83 1.099
C -0.18 1.65 -3.94 -0.636
N 0.50 0.77 -3.26 0.052
C -1.67 1.75 -3.98 -0.089
H 2.11 -3.47 -1.03 0.032
H 3.39 -2.96 0.09 0.076
H 3.79 -3.89 -1.35 0.081
H 4.75 0.82 -3.41 0.077
H 3.17 2.26 -4.61 0.077
H -1.99 2.54 -4.65 0.076
H -2.07 1.96 -2.99 0.040
H -2.09 0.80 -4.31 0.045
Cl -1.36 -3.88 -7.89 0.731
C -0.90 -3.64 -6.26 -0.680
C -0.01 -4.60 -5.64 -0.681
Cl 0.54 -5.93 -6.57 0.731
C 0.39 -4.46 -4.34 -0.613
Cl 1.44 -5.56 -3.56 0.761
C -0.08 -3.35 -3.58 -0.331
O 0.24 -3.16 -2.36 -0.142
C -0.97 -2.38 -4.20 -0.330
O -1.38 -1.41 -3.47 -0.125
C -1.36 -2.56 -5.56 -0.610
Cl -2.41 -1.40 -6.24 0.766